1.
{"formula": "C2H7OP", "method": "wB97M-V/def2-TZVPD", "species": ["C", "C", "O", "P", "H", "H", "H", "H", "H", "H", "H"], "positions_angstrom": [[1.64824, -0.15991, -0.01267], [-0.22843, 0.84665, 0.18237], [-2.76762, 0.21203, 0.04381], [-1.42932, -0.34243, -0.18272], [1.64241, -0.47408, 1.01809], [1.66891, -0.93381, -0.71116], [2.21676, 0.59641, -0.39531], [-0.21800, 1.67287, -0.38041], [-0.18112, 0.91106, 1.25250], [-1.24005, -0.90707, -1.42220], [-1.11179, -1.42172, 0.60771]], "forces_ev_per_angstrom": [[-4.789, 0.935, 1.498], [4.153, -5.053, 1.204], [-1.238, 0.111, -0.005], [-0.813, 0.059, 0.113], [0.774, 0.139, 0.028], [-0.614, -1.462, -0.960], [1.706, 2.148, -0.081], [0.121, 3.141, -1.843], [-0.037, 0.678, 0.335], [0.366, -0.082, -0.811], [0.372, -0.614, 0.522]], "e_lumo_ev": 0.63, "spin_multiplicity": 1, "e_above_lowest_ev": 2.225, "e_tot_ha": -496.90359, "homo_ev": -9.7541, "max_force_ev_per_a": 6.65, "homo_lumo_gap_ha": 0.3815, "charge": 0}


2.
{"formula": "C4H6O2", "method": "wB97M-V/def2-TZVPD", "species": ["C", "C", "O", "C", "C", "O", "H", "H", "H", "H", "H", "H"], "positions_angstrom": [[0.00685, 0.72407, -1.51217], [0.65162, -0.36545, -0.68127], [1.27279, -1.28233, -1.16562], [0.51204, -0.25278, 0.82970], [-0.78806, -0.35086, 1.49664], [0.13261, -1.43400, 1.50214], [0.44108, 1.70397, -1.27473], [0.15610, 0.49923, -2.57112], [-1.06494, 0.79228, -1.29076], [1.31144, 0.32416, 1.30789], [-1.69171, -0.49792, 0.90101], [-0.93981, 0.13964, 2.45828]], "forces_ev_per_angstrom": [[0.026, -0.061, -0.082], [0.142, -0.134, -0.110], [-0.318, 0.387, 0.169], [0.091, 0.109, -0.098], [-0.215, 0.200, 0.039], [0.061, -0.120, 0.081], [-0.023, -0.196, 0.009], [-0.022, 0.094, 0.181], [0.184, -0.049, -0.020], [-0.175, -0.107, -0.100], [0.210, -0.048, 0.102], [0.039, -0.076, -0.171]], "e_lumo_ev": 0.84, "spin_multiplicity": 1, "e_above_lowest_ev": 1.908, "e_tot_ha": -306.43616, "homo_ev": -9.8374, "smiles": "CC(=O)[C@H]1CO1", "max_force_ev_per_a": 0.53, "homo_lumo_gap_ha": 0.3925, "charge": 0}


3.
{"formula": "H16NO6", "method": "wB97M-V/def2-TZVPD", "species": ["N", "H", "H", "H", "H", "O", "H", "H", "O", "H", "H", "O", "H", "H", "O", "H", "H", "O", "H", "H", "O", "H", "H"], "positions_angstrom": [[-0.40445, 0.35502, 0.11241], [0.41428, 0.64942, -0.44994], [-0.85039, 1.10921, 0.65621], [-0.14089, -0.36477, 0.81524], [-1.16928, -0.05710, -0.44748], [1.75422, -2.16804, -2.81210], [1.77255, -1.33064, -2.33958], [1.24697, -2.76314, -2.25370], [-2.08117, -1.11983, -1.69771], [-2.75925, -1.63016, -1.24121], [-2.34536, -1.12747, -2.62382], [-2.24994, 2.40514, 1.06012], [-3.18364, 2.24573, 0.88679], [-2.06247, 3.26386, 0.66547], [1.96540, 0.86420, -1.27345], [2.85933, 1.05993, -0.97123], [1.99864, 0.95317, -2.23310], [0.57311, -1.91439, 1.50993], [0.41644, -2.24340, 2.40142], [0.98249, -2.64776, 1.04007], [1.32100, 1.39846, 2.75719], [1.47542, 2.04367, 3.45504], [0.46700, 1.01892, 2.98344]], "forces_ev_per_angstrom": [[-0.936, -0.375, 1.102], [-0.113, -0.018, 0.249], [0.235, 0.375, -0.425], [0.431, 0.029, -0.609], [0.498, 0.068, -0.418], [-0.031, 0.102, -0.038], [0.053, -0.049, 0.149], [-0.031, -0.057, -0.031], [-0.122, -0.044, 0.210], [-0.027, -0.077, -0.082], [0.075, 0.062, -0.047], [0.131, -0.111, -0.109], [-0.042, 0.040, 0.059], [-0.033, 0.071, 0.082], [0.014, -0.138, -0.350], [-0.020, 0.001, 0.157], [0.024, 0.157, -0.017], [-0.147, -0.043, 0.107], [0.057, -0.002, 0.032], [0.057, 0.009, -0.023], [-0.189, -0.041, -0.147], [0.108, 0.050, -0.019], [0.006, -0.006, 0.169]], "e_lumo_ev": -2.95, "spin_multiplicity": 1, "e_above_lowest_ev": 1.251, "e_tot_ha": -515.58270, "homo_ev": -14.2753, "max_force_ev_per_a": 1.49, "homo_lumo_gap_ha": 0.4161, "charge": 1}